(1)
The following is a quantum chemistry calculation of 3 unconnected molecules or ions with the total composition C3H7O2, from OMol25.

Last column: natural (NBO) charge in e.
CARTESIAN COORDINATES (ANGSTROEM)
C -1.880 0.074 0.272  0.2783
O -2.972 0.272 0.731  -0.5050
H -1.276 0.933 -0.082  0.0924
H -1.387 -0.908 0.250  0.1327
H -0.770 -0.806 -3.525  -0.0029
C 2.327 0.874 0.558  -0.2599
C 1.941 -0.134 -0.364  0.2547
O 0.972 -0.870 -0.226  -0.5005
H 3.157 1.503 0.267  0.1875
H 1.882 0.917 1.542  0.1990
H 2.564 -0.236 -1.269  0.1208
H -0.665 -1.393 -3.978  0.0029

Output
Frontier orbital gap (spin up / spin down) = 10.67 / 7.80 eV
Energy above the lowest of the compared OMol25 structures with the same formula, charge and spin = 41.1 kcal per mole
HOMO (spin up / spin down) = -9.80 / -9.80 eV
Multiplicity = 2

(2)
The following is a quantum chemistry calculation of a molecular structure, C45H49BaF6N2P2SSb, from OMol25.

Last column: Löwdin charge in e.
CARTESIAN COORDINATES (ANGSTROEM)
Ba 0.473 0.890 -1.969  1.7801
C -1.053 0.415 4.444  -0.2952
C 0.473 0.287 4.576  -0.3516
P 0.988 -1.335 3.823  1.0552
C 2.734 -1.172 3.437  -0.4291
C 3.202 -2.125 2.506  -0.0949
C 4.513 -2.029 2.016  -0.0935
C 5.292 -0.937 2.357  -0.0709
C 4.775 -0.018 3.312  -0.0914
C 3.561 -0.199 3.934  -0.1296
C 0.987 -2.324 5.338  -0.3754
C -0.302 -2.847 5.711  -0.0973
C -0.426 -3.395 6.987  -0.0806
C 0.687 -3.537 7.859  -0.0800
C 1.923 -3.058 7.458  -0.0872
C 2.083 -2.467 6.191  -0.0818
C -1.496 0.700 2.965  -0.3639
P -3.202 0.297 2.428  1.0226
C -3.982 -0.566 3.829  -0.4109
C -3.782 -1.937 4.086  -0.0842
C -4.171 -2.399 5.358  -0.0971
C -4.657 -1.544 6.320  -0.0870
C -4.986 -0.235 5.988  -0.0823
C -4.746 0.220 4.708  -0.1100
C -2.942 -0.922 1.145  -0.4180
C -4.163 -1.390 0.666  -0.1205
C -4.216 -2.179 -0.492  -0.0759
C -3.042 -2.549 -1.130  -0.0964
C -1.821 -2.065 -0.682  -0.1236
C -1.763 -1.371 0.514  -0.1108
H -1.394 1.234 5.112  0.1153
H -1.485 -0.463 4.898  0.0646
H 0.742 0.303 5.626  0.0809
H 1.005 1.137 4.105  0.0854
H 2.535 -2.925 2.123  0.1079
H 4.788 -2.694 1.202  0.0926
H 6.318 -0.793 2.005  0.1055
H 5.388 0.824 3.586  0.0928
H 3.338 0.435 4.817  0.1216
H -1.161 -2.835 4.998  0.0884
H -1.355 -3.827 7.337  0.0935
H 0.596 -3.947 8.843  0.0942
H 2.803 -3.238 8.066  0.1025
H 3.109 -2.144 5.932  0.1107
H -0.815 0.148 2.338  0.0015
H -1.350 1.790 2.775  0.0742
H -3.191 -2.557 3.336  0.1310
H -4.048 -3.452 5.558  0.1021
H -4.831 -1.904 7.342  0.1149
H -5.529 0.318 6.719  0.0979
H -5.078 1.206 4.325  0.1040
H -5.092 -1.048 1.124  0.1047
H -5.161 -2.558 -0.845  0.1013
H -3.146 -3.257 -1.989  0.1194
H -0.888 -2.389 -1.164  0.0730
H -0.755 -1.363 1.050  0.0972
C -3.084 -1.902 -5.320  -0.0039
C -4.108 -0.936 -5.297  -0.0409
C -3.982 0.244 -4.597  -0.0102
C -2.773 0.591 -3.997  -0.2355
N -1.744 -0.319 -3.953  0.0665
C -1.916 -1.462 -4.644  -0.1177
C -2.638 1.876 -3.344  -0.1884
C -3.608 2.921 -3.543  0.0155
C -3.520 4.110 -2.815  -0.0220
C -2.375 4.409 -1.996  -0.0298
C -1.348 3.458 -1.993  -0.1533
C -1.531 2.261 -2.668  -0.2516
H -3.114 -2.884 -5.811  0.1215
H -5.064 -1.153 -5.757  0.1158
H -4.840 0.888 -4.543  0.1063
H -1.020 -2.067 -4.539  0.1037
H -4.425 2.780 -4.222  0.1069
H -4.304 4.866 -2.976  0.1232
H -2.209 5.354 -1.491  0.1167
H -0.427 3.722 -1.409  0.0859
F 1.413 -1.300 -0.582  -0.5578
Sb 2.500 -2.594 -1.896  1.6038
F 4.057 -1.996 -0.904  -0.3581
F 2.522 -1.049 -3.073  -0.4550
F 3.615 -3.827 -2.977  -0.3779
F 0.769 -3.106 -2.639  -0.3742
F 2.679 -4.253 -0.658  -0.4015
C 2.511 4.054 -0.652  -0.4095
S 3.300 2.412 -0.813  0.6577
C 4.976 2.858 -1.284  -0.3984
H 3.171 4.751 -0.159  0.0402
H 1.585 3.893 -0.057  0.0267
H 2.183 4.418 -1.655  0.0440
H 5.384 2.025 -1.895  0.0516
H 5.562 3.004 -0.362  0.0475
H 5.118 3.751 -1.888  0.0455
C 3.126 3.638 -6.707  -0.0311
C 2.598 2.174 -6.940  -0.6047
C 1.484 2.070 -7.960  -0.0603
C 3.741 1.294 -7.423  -0.0530
C 2.116 1.756 -5.630  -0.1254
N 1.874 1.747 -4.459  0.0926
H 3.646 4.008 -7.633  0.1073
H 3.812 3.757 -5.844  0.0915
H 2.333 4.366 -6.467  0.0878
H 1.734 2.407 -9.002  0.1101
H 0.620 2.657 -7.684  0.0743
H 1.139 0.956 -8.067  0.1287
H 4.164 1.705 -8.330  0.0893
H 3.469 0.225 -7.653  0.1128
H 4.545 1.229 -6.692  0.0913

Output
Frontier orbital gap (spin up / spin down) = 6.03 / 4.15 eV
Net charge = +1
Energy above the lowest of the compared OMol25 structures with the same formula, charge and spin = 94.9 kcal per mole
HOMO (spin up / spin down) = -9.53 / -9.53 eV
Multiplicity = 2

(3)
The following is a quantum chemistry calculation of 2 unconnected molecules or ions with the total composition C8H14N3O, from OMol25.

Last column: natural (NBO) charge in e.
CARTESIAN COORDINATES (ANGSTROEM)
C 1.863 -0.126 2.714  -0.2967
C -0.347 -0.335 1.548  -0.4337
C 2.385 0.178 1.544  0.0310
C 0.342 -0.354 2.735  0.2993
C 0.361 -0.088 0.318  -0.0138
C -2.157 -0.554 -1.351  -0.7419
C -0.676 1.347 -2.283  -0.1423
C -0.959 -0.108 -2.037  0.5185
N 1.668 0.084 0.422  -0.5452
N -0.242 -0.459 3.891  -0.7504
N -0.161 -0.975 -2.658  -0.6865
O 0.642 1.576 -2.752  -0.7496
H 2.280 0.085 3.699  0.2372
H -1.340 -0.496 1.627  0.1923
H 3.456 0.206 1.225  0.2243
H -3.097 -0.065 -1.421  0.2701
H -1.931 -0.434 -0.283  0.2998
H -2.479 -1.581 -1.634  0.2504
H -0.953 1.889 -1.416  0.2347
H -1.180 1.309 -3.248  0.2291
H 2.170 0.551 -0.347  0.4048
H 0.276 -0.759 4.795  0.4113
H -1.185 -0.740 3.948  0.3953
H -0.145 -1.993 -2.770  0.4379
H 0.610 -0.505 -2.960  0.4113
H 0.797 2.347 -3.306  0.5127

Output
Frontier orbital gap = 8.31 eV
Net charge = +1
Energy above the lowest of the compared OMol25 structures with the same formula, charge and spin = 68.7 kcal per mole
HOMO = -11.30 eV
Multiplicity = 1

(4)
The following is a quantum chemistry calculation of 2 unconnected molecules or ions with the total composition C2H4O2S, from OMol25.

Last column: natural (NBO) charge in e.
CARTESIAN COORDINATES (ANGSTROEM)
C -0.619 -1.222 -0.135  -0.7167
C 0.065 1.987 0.404  0.0786
O -0.093 -1.519 -2.637  -0.8932
O 0.915 1.439 1.234  -0.7243
S 0.531 -1.507 -1.312  1.1736
H -1.599 -1.194 -0.286  0.2133
H -0.383 1.055 -0.065  0.1288
H -0.234 -1.131 0.901  0.2333
H 1.418 2.091 1.896  0.5065

Output
Frontier orbital gap (spin up / spin down) = 6.81 / 8.69 eV
Energy above the lowest of the compared OMol25 structures with the same formula, charge and spin = 100.7 kcal per mole
HOMO (spin up / spin down) = -7.24 / -9.71 eV
Multiplicity = 3

(5)
The following is a quantum chemistry calculation of a molecular structure, C5H8N2, from OMol25.

Last column: natural (NBO) charge in e.
CARTESIAN COORDINATES (ANGSTROEM)
C 0.158 -0.473 -1.062  -0.5562
C -0.249 0.443 0.062  0.0686
C -0.591 -0.639 1.079  -0.4864
C 0.193 -1.576 0.237  0.3134
N 0.825 -2.665 0.207  -0.5608
C 0.444 1.694 0.387  -0.2473
N -0.974 1.677 -0.008  -0.5763
H -0.654 -0.703 -1.774  0.2170
H 1.023 -0.126 -1.682  0.2223
H 1.016 -2.243 -0.729  0.3876
H -1.653 -0.893 1.042  0.2416
H -0.267 -0.485 2.109  0.2348
H 1.178 2.082 -0.318  0.1934
H 0.626 1.944 1.428  0.1981
H -1.075 1.961 -0.978  0.3503

Output
Frontier orbital gap = 10.40 eV
Energy above the lowest of the compared OMol25 structures with the same formula, charge and spin = 91.0 kcal per mole
HOMO = -9.49 eV
Multiplicity = 1

(6)
The following is a quantum chemistry calculation of a molecular structure, C3H8N2O, from OMol25.

Last column: natural (NBO) charge in e.
CARTESIAN COORDINATES (ANGSTROEM)
C -2.211 0.394 0.152  -0.4101
N -0.766 0.466 0.074  -0.6089
C -0.008 -0.604 -0.235  0.7300
O -0.488 -1.742 -0.620  -0.7113
N 1.303 -0.715 -0.237  -0.6756
C 2.253 0.328 0.047  -0.4231
H -2.659 1.299 -0.271  0.1987
H -2.561 0.270 1.184  0.1909
H -2.532 -0.468 -0.434  0.2373
H -0.295 1.262 0.473  0.3966
H 0.795 -1.881 -0.649  0.4979
H 3.261 -0.090 -0.009  0.2165
H 2.194 1.158 -0.674  0.1827
H 2.129 0.745 1.059  0.1784

Output
Frontier orbital gap = 9.66 eV
Energy above the lowest of the compared OMol25 structures with the same formula, charge and spin = 51.5 kcal per mole
HOMO = -8.80 eV
Multiplicity = 1

(7)
The following is a quantum chemistry calculation of C4H8N2 in the gas phase, from OMol25.

Last column: natural (NBO) charge in e.
CARTESIAN COORDINATES (ANGSTROEM)
C 0.577 -1.138 0.612  -0.4195
N -0.171 -0.332 -0.344  -0.4462
C 0.588 0.094 -1.501  -0.4002
C -1.156 0.591 0.208  -0.3181
C -0.828 1.019 1.576  0.2658
N -0.355 1.488 2.521  -0.3263
H 1.377 -1.663 0.081  0.2083
H -0.068 -1.897 1.072  0.1997
H 1.044 -0.554 1.421  0.1915
H 1.498 0.669 -1.260  0.1721
H -0.044 0.696 -2.159  0.2007
H 0.894 -0.794 -2.070  0.2011
H -2.176 0.216 0.061  0.2280
H -1.180 1.604 -0.218  0.2431

Output
Structure (SMILES) = CN(C)CC#N
Frontier orbital gap = 9.65 eV
Energy above the lowest of the compared OMol25 structures with the same formula, charge and spin = 29.5 kcal per mole
HOMO = -8.81 eV
Multiplicity = 1

(8)
The following is a quantum chemistry calculation of 2 unconnected molecules or ions with the total composition CH3NO4S, from OMol25.

Last column: natural (NBO) charge in e.
CARTESIAN COORDINATES (ANGSTROEM)
C 1.018 -1.101 0.199  0.6286
N 0.743 1.164 0.347  -0.5342
O 1.985 -0.911 -0.449  -0.5706
O -2.333 -1.118 -0.646  -0.8499
O -1.977 1.292 -0.476  -0.8795
O 0.227 -0.130 0.608  -0.4034
S -2.153 0.044 0.194  1.6987
H 0.828 -2.107 0.613  0.1484
H 0.064 1.753 -0.206  0.3839
H 1.598 1.114 -0.184  0.3780

Output
Frontier orbital gap = 9.72 eV
Energy above the lowest of the compared OMol25 structures with the same formula, charge and spin = 1.0 kcal per mole
HOMO = -10.47 eV
Multiplicity = 1

(9)
The following is a quantum chemistry calculation of a molecular structure, Br2OS2, from OMol25.

Last column: natural (NBO) charge in e.
CARTESIAN COORDINATES (ANGSTROEM)
O 0.379 0.733 0.383  -0.7870
S 0.984 -0.037 -0.713  0.9283
S -2.638 -0.373 0.818  -0.0068
Br 2.699 -1.207 -0.022  -0.1400
Br -1.391 -1.821 -0.138  0.0054

Output
Frontier orbital gap (spin up / spin down) = 7.70 / 6.60 eV
Energy above the lowest of the compared OMol25 structures with the same formula, charge and spin = 16.0 kcal per mole
HOMO (spin up / spin down) = -9.45 / -9.11 eV
Multiplicity = 1